Entry 1:
ORCA calculation (wB97M-V/def2-TZVPD) on 11 unconnected molecules or ions with the total composition C26H50Cl18N2 at a distorted geometry.

```
96
Properties=species:S:1:pos:R:3:forces:R:3:lowdin_charge:R:1
H -1.132898 -0.648869 -1.617223 0.9 -0.6 -1.2 -0.010
Cl 2.571466 0.549822 -5.804078 0.3 -0.1 0.7 0.528
C -0.039438 -4.087831 -1.656940 -1.1 0.0 -0.8 -0.630
C -3.957650 -2.013118 -4.000751 -2.7 1.8 -2.2 -0.209
H -2.353280 -1.710782 -0.755462 1.3 0.7 0.1 0.070
H 3.349275 3.307943 0.242754 0.4 -0.2 -0.8 0.074
C -0.584696 1.604818 -3.250572 0.7 0.8 -1.1 -0.624
H -2.092751 -4.072423 5.912562 0.4 -0.3 0.4 0.067
H -2.005657 3.757161 0.016907 -0.9 -0.6 -0.3 0.040
H 4.832535 -4.388133 -0.186544 0.2 -0.3 0.1 0.075
Cl 0.983771 -3.803936 -4.148141 0.3 -0.4 0.1 0.516
H 0.509570 1.858576 -3.398364 -1.0 -0.8 0.1 0.078
C -6.483013 -1.325225 -4.211115 0.6 1.7 -0.1 -0.265
H -0.769450 1.384015 -2.189552 -0.1 0.4 -0.6 0.004
H 2.441387 0.204447 2.483290 -0.5 -0.2 -0.2 0.069
Cl 0.130963 4.878876 2.963706 -0.9 -0.5 -0.9 0.473
Cl 0.143165 4.485751 -0.329110 -0.2 0.0 0.0 0.507
Cl 2.802636 -1.450176 -0.895186 -0.3 -0.4 0.4 0.527
H -0.711503 2.609022 5.843902 -0.7 -1.0 -0.6 0.093
H -4.920115 -1.210686 -5.820214 0.1 -0.4 0.8 0.127
H -7.936756 -2.922278 -3.925210 0.2 0.2 0.2 0.078
C -1.472561 -2.789368 4.198534 0.3 0.3 -0.5 -0.606
H -6.544315 -1.273819 -3.116089 0.4 0.7 -0.2 0.107
H -6.309117 -3.392466 -4.351038 0.6 -1.0 0.2 0.055
Cl -3.349483 0.133364 4.989352 -0.2 0.3 -0.1 0.594
H 5.687290 2.901019 0.557985 -0.2 0.2 -0.7 0.055
Cl -0.286119 0.417830 6.550938 -0.1 -0.1 -0.3 0.573
H 1.747135 2.455668 3.146191 0.2 -0.3 0.9 0.079
Cl -3.121718 2.824932 -3.586067 0.7 -0.3 -0.3 0.450
C 4.229652 1.074981 3.021174 -2.3 -0.3 0.6 -0.196
N -3.202942 -2.749733 -3.585514 1.4 -1.1 1.0 0.167
C -1.728221 -0.769282 -0.760833 -1.0 -0.4 1.3 -0.636
H 2.831415 -3.801891 -1.142310 -0.4 -0.4 -0.6 0.044
H 3.899878 1.946338 -0.797734 -0.2 0.1 0.0 0.051
H 4.782952 0.428933 -2.754562 -0.3 -0.1 -0.9 0.080
C -2.492646 -3.622590 5.030486 1.2 2.0 -1.1 -0.684
C -1.150472 1.615766 5.522002 1.4 0.7 -1.1 -0.666
H -1.176986 -1.887282 4.791334 0.1 -1.1 -0.2 0.027
H -1.049589 3.709179 -3.334552 0.8 0.8 0.6 0.030
C 2.829686 0.619598 3.399058 1.5 1.1 0.7 -0.159
H 0.929557 1.207342 4.056408 0.7 0.5 0.6 0.055
Cl 0.177658 0.843909 0.618994 -0.2 0.1 -0.5 0.581
H 3.390258 2.812010 5.227225 1.2 0.3 -0.3 0.059
C -4.984531 -1.126813 -4.711948 -0.3 -0.7 0.9 -0.139
C -1.429713 4.472319 0.545869 1.7 0.5 1.2 -0.584
Cl 0.061995 -3.561844 3.474834 -1.1 0.3 0.9 0.440
N 5.217379 1.499838 2.638030 0.9 0.3 -0.2 0.144
H 2.738491 -3.320685 0.584355 -0.5 -0.1 0.1 0.064
Cl 3.044366 3.757337 -2.087101 0.9 -0.2 0.7 0.499
H -2.781132 1.488085 6.853949 -0.2 -0.2 -0.4 0.070
C -0.258576 -4.594423 -3.086649 2.2 -0.2 0.4 -0.643
H -4.691066 -0.121890 -4.466808 0.2 0.6 0.1 0.074
Cl 5.311324 -2.627565 1.282707 -0.1 0.1 -0.3 0.548
C 4.664006 -3.320543 -0.235123 0.1 -0.6 0.4 -0.660
H -1.502554 -0.539963 1.392810 -0.5 0.0 0.3 0.050
H 5.219644 -2.945799 -1.068015 0.3 0.4 -0.4 0.042
H -7.082260 -0.457942 -4.651762 0.7 -1.2 0.6 0.129
H -7.402772 -2.767684 -5.572948 0.5 0.1 0.6 0.090
H 0.795183 -4.510156 -1.088447 -0.2 0.2 -0.4 0.056
C 1.905419 1.735318 3.995688 0.2 0.2 -2.2 -0.264
H 2.369635 0.260410 -3.431692 -0.2 -0.1 -0.1 0.045
C 3.123538 0.695287 -4.076118 -0.9 0.1 -0.6 -0.674
H 2.256322 1.822099 6.115015 0.3 -0.2 0.2 0.050
H -0.908383 2.927144 1.973514 -0.4 0.9 0.3 0.016
Cl -3.488287 -4.736261 4.160059 -0.2 -0.8 -0.7 0.593
Cl 4.558555 -1.659862 -3.867445 -0.1 0.5 -0.1 0.499
C -7.054835 -2.656037 -4.515334 -1.5 -0.7 -1.9 -0.142
H 1.759025 3.312130 5.466674 -0.3 0.6 -0.1 0.051
H -1.844314 5.470232 0.477212 -0.1 0.1 0.0 0.071
H -1.942662 -2.371620 3.291923 -0.1 -0.4 0.5 0.042
Cl -1.574507 -4.591489 -0.860100 0.1 0.0 0.6 0.549
C -2.624771 1.556487 5.766365 -0.1 1.2 0.8 -0.677
H 2.932199 -0.148676 4.148441 0.1 -0.5 0.1 0.107
C 3.188478 -3.149468 -0.381750 0.6 1.4 0.3 -0.608
H -3.133862 -2.790562 5.273454 -0.5 0.1 0.7 0.027
C 5.395496 3.375136 -0.405852 0.9 -1.1 -1.1 -0.727
H -3.076794 2.537978 5.459603 0.1 -1.2 -0.2 0.097
C -0.891857 -0.593201 0.510816 -0.6 0.0 -0.1 -0.594
H 3.214535 1.745705 -3.899714 -0.3 0.7 0.1 0.006
H 5.149678 0.499591 -4.504689 1.2 0.6 -0.9 0.047
Cl -2.949453 0.496710 -1.005519 -0.4 0.5 0.4 0.564
H -0.060968 -2.985479 -1.712088 0.4 -0.5 0.3 0.047
C 3.945316 3.027637 -0.657741 -0.7 -0.2 0.6 -0.604
C 2.393011 2.472128 5.255161 -1.7 -1.5 -0.1 -0.092
Cl 5.695123 5.057713 -0.342336 0.0 2.3 0.6 0.593
H -1.130182 -4.146147 -3.448318 -1.6 0.1 -0.4 -0.022
H -0.200574 -5.697701 -3.194174 -0.1 0.9 0.0 0.088
C -1.214457 4.000235 2.006393 1.6 -0.2 -0.8 -0.564
H -2.065176 4.227983 2.597129 -0.9 -0.3 0.4 0.041
H -1.146796 2.963296 -4.883207 0.3 -0.3 -0.9 0.054
C 4.457803 0.167410 -3.793202 0.5 -1.8 1.5 -0.614
H -0.882959 1.412446 4.414119 -0.5 0.4 1.9 0.076
Cl -1.085331 0.204035 -4.263820 0.5 -0.1 0.5 0.560
C -1.283956 2.812751 -3.844149 -1.7 -0.2 1.6 -0.583
H 6.121479 3.127278 -1.228017 -1.1 -0.8 0.8 0.075
H -0.224147 -1.414318 0.644303 0.4 -0.8 -0.2 0.038
```
Forces are in eV/Å.

Results
HOMO (eV): -10.5
ΔE to the lowest compared entry with this formula, charge and spin (kJ/mol): 91.0
LUMO energy (eV): 0.1651
E_tot (Ha): -9413.60241
HOMO-LUMO gap (eV): 10.6675

Entry 2:
ORCA calculation (wB97M-V/def2-TZVPD) on 3 unconnected molecules or ions with the total composition C26H50F3I2N5O7PS2 at a distorted geometry.

```
96
Properties=species:S:1:pos:R:3:forces:R:3:lowdin_charge:R:1
H -1.841092 -2.468103 -2.327028 -0.2 0.0 0.0 0.133
C -0.512564 -0.805917 -2.690852 -0.2 -0.2 -0.2 -0.185
H -0.953393 -2.241892 -4.200866 0.1 -0.1 0.0 0.123
C 0.837721 -0.153549 6.024444 0.0 -0.1 0.1 -0.221
C 1.605675 -0.755226 3.530852 0.1 -0.1 0.0 -0.238
C -0.948744 -1.157957 -4.116321 0.2 0.4 -0.2 -0.213
H -1.790487 -2.534899 1.575001 0.0 0.1 0.1 0.020
C 1.804481 3.344649 -1.796213 0.1 0.2 0.0 -0.207
C -2.199213 4.217586 -2.222563 0.0 0.0 0.0 -0.136
H -1.257773 3.420633 -0.468714 0.1 -0.2 0.1 0.076
H -5.807081 -0.375160 -3.855223 0.1 -0.1 -0.1 0.064
H -4.034724 -0.325296 -2.742538 0.1 0.2 -0.1 0.106
H -5.171939 0.854700 -0.652425 0.0 0.2 -0.1 0.107
H -0.505446 0.151805 -5.628476 0.1 0.2 0.1 0.035
C 0.768173 2.482304 -2.435642 -0.1 0.1 -0.3 -0.780
H -0.073610 -0.066882 6.611324 0.0 0.1 0.0 0.110
O -1.167743 5.405253 -0.389939 0.1 -0.1 -0.1 -0.137
C -1.300096 7.330059 -1.900131 0.0 -0.2 -0.1 -0.065
H -7.461480 0.130020 -3.717466 -0.1 0.1 0.0 0.079
H 1.610696 0.499022 6.428863 0.0 0.0 0.0 0.113
H -1.303094 8.409367 -1.790041 -0.1 0.1 0.0 0.080
H -0.277640 7.005843 -2.076695 0.2 0.1 0.0 0.082
C 2.301371 -1.544844 4.644220 0.0 0.0 0.1 -0.212
H 0.125319 -1.308628 -5.839116 0.1 0.0 0.1 0.078
C -1.802297 6.659421 -0.635933 -0.1 0.2 0.2 -0.249
C 1.341219 -1.582939 5.842281 0.0 0.0 -0.1 -0.203
C 2.103067 -2.507519 -0.427465 -0.1 -0.2 -0.2 -0.687
H -3.629205 2.043988 -1.404271 0.0 0.0 0.0 0.174
I 0.408777 3.017084 -4.412575 0.0 -0.3 -0.3 1.074
H 4.592752 -3.501900 2.235759 0.0 0.0 0.1 0.101
C 6.666293 -3.277342 1.564895 0.0 0.0 0.1 -0.208
O -2.391852 2.887216 -2.793957 0.0 -0.2 -0.1 -0.118
H 8.159921 -2.244064 3.698724 0.0 0.0 0.0 0.110
H -3.705804 -1.596958 1.064028 0.1 0.2 0.3 0.013
H -6.873630 -1.363054 -1.828065 0.0 -0.1 0.0 0.116
H -1.344310 4.619210 -2.756871 0.0 0.0 -0.1 0.064
C -1.893962 4.254806 -0.733015 -0.1 0.4 0.1 -0.206
O 0.773345 -2.279570 -0.309173 0.6 0.0 0.0 -0.015
N -2.756318 -0.157506 -1.047308 0.2 -1.0 -1.4 0.008
C 0.142184 1.489724 -1.816433 -0.1 -0.2 -0.4 -0.702
C -1.836741 -1.221234 -0.594602 -0.3 0.2 0.4 -0.399
O 5.825411 -1.111365 4.295165 -0.1 0.0 0.1 -0.324
H 7.786007 -3.616797 4.776517 -0.1 0.0 0.0 0.111
H 6.417986 -3.919420 0.721756 0.0 0.0 0.0 0.114
H -4.004175 -1.731743 -1.711941 0.0 -0.1 0.0 0.110
H 0.989665 -1.394651 2.899315 -0.1 0.0 0.0 0.089
H -1.987239 -0.837631 -4.240827 -0.2 0.0 0.0 0.123
H -1.567742 7.286315 0.219928 0.1 0.0 0.1 0.121
H -7.354278 0.218118 -1.288826 -0.1 0.0 0.1 0.112
N -2.755679 1.924375 -1.904321 0.1 0.4 0.3 0.129
F 2.738633 -1.820127 0.530261 -0.3 -0.4 -0.6 0.142
P -2.703996 -2.407364 0.521021 -0.3 -0.8 -0.2 0.789
H -1.083326 -0.743066 0.021053 -0.1 0.0 0.2 0.001
H -2.813060 4.208447 -0.140129 -0.1 -0.1 0.1 0.133
H 0.482412 -3.254607 -2.140786 0.2 0.1 -0.1 0.147
H 5.042222 -1.817422 1.859254 0.0 0.0 0.1 0.092
C -4.032712 -0.644559 -1.705649 0.0 0.2 0.4 -0.144
H 3.226486 -1.045049 4.932427 0.0 0.0 0.0 0.105
H -5.400773 -0.770906 -0.088217 0.0 0.1 0.2 0.099
O 0.966732 1.749688 4.158147 -0.1 0.1 -0.1 -0.332
C 7.521377 -3.113739 3.849884 0.1 -0.1 -0.1 -0.225
S 5.839976 -2.518748 3.985752 0.1 0.0 -0.1 0.655
H 1.443631 3.735904 -0.847023 0.0 0.0 0.1 0.056
C 5.395529 -2.766632 2.257373 0.1 0.0 -0.2 -0.228
H -1.882483 7.067581 -2.780436 -0.1 0.0 -0.1 0.068
H -2.888683 6.543710 -0.643236 -0.1 -0.1 0.0 0.121
H 2.048430 4.185370 -2.432832 0.1 0.1 0.0 0.046
C -6.567194 -0.318056 -1.813251 0.0 -0.1 -0.1 -0.241
H 1.837323 -1.943559 6.741032 0.0 0.0 0.0 0.122
C -2.097538 0.789088 -1.777303 -0.4 0.5 -0.1 -0.293
N -0.876422 0.616888 -2.359019 0.2 -0.4 0.9 0.010
O -0.860638 0.057764 4.009102 -0.1 0.0 -0.1 -0.345
H -3.055180 -3.904004 -1.046286 -0.1 -0.2 0.0 -0.035
H 7.240063 -2.433706 1.178029 0.0 0.0 0.0 0.118
O 5.079622 -3.440434 4.792781 -0.1 0.0 0.0 -0.321
C 7.496027 -4.020400 2.622940 -0.1 0.0 0.0 -0.214
H 0.500940 -2.248329 5.632800 0.0 0.0 0.0 0.120
C -0.086340 -2.887266 -1.289642 0.0 -0.2 0.0 -0.107
S 0.498132 0.402436 4.360449 0.2 -0.1 -0.1 0.635
N -3.229875 -3.761860 -0.059907 0.3 0.5 -0.1 -0.269
C -1.124324 -1.878033 -1.751082 0.2 0.1 0.0 -0.245
H 0.570489 -0.864911 -2.674536 0.2 0.2 0.2 0.144
F 2.412186 -3.817656 -0.309628 -0.1 0.6 0.1 0.166
C -6.490463 0.203436 -3.238208 0.0 0.0 -0.1 -0.106
H 2.567261 -2.546773 4.313485 0.0 0.0 0.0 0.106
H -0.572629 -3.743522 -0.828050 0.0 -0.1 0.1 0.127
H 7.018970 -4.969688 2.873642 0.0 0.0 0.0 0.121
H -6.178143 1.247216 -3.274289 0.0 0.1 0.0 0.077
N -0.058923 -0.606830 -5.130569 -0.3 -0.1 -0.2 0.021
H 2.300638 -0.182407 2.919556 0.0 0.0 0.0 0.086
I 0.663492 1.111222 0.181390 0.2 0.4 0.4 1.242
H -3.077220 4.806357 -2.477519 -0.1 0.0 0.0 0.130
H 8.503013 -4.234981 2.270660 0.0 0.0 0.0 0.117
C -5.286579 -0.176363 -0.992254 -0.1 -0.1 0.1 -0.190
H 2.718496 2.777183 -1.631733 0.1 -0.1 0.1 0.086
F 2.575509 -2.118035 -1.641108 -0.1 0.0 0.6 0.146
```
Forces are in eV/Å.

Results
HOMO (eV): -11.6
LUMO energy (eV): -2.9410
Total charge: +1
E_tot (Ha): -3853.50132
HOMO-LUMO gap (eV): 8.6814